# 1
{"formula": "C13H15O6", "method": "ωB97M-V/def2-TZVPD", "de_lowest_kj_mol": 0.0, "smiles": "CCOC(=O)[C@@]1([C@H]2C=C([O-])OC2=O)CCCCC1=O", "mol_weight_g_mol": 267.257, "charge": -1, "gap_ev": 6.0, "species": ["H", "O", "O", "C", "H", "H", "H", "C", "C", "C", "C", "C", "C", "C", "O", "C", "O", "O", "C", "H", "H", "H", "H", "C", "O", "H", "C", "H", "H", "H", "C", "H", "H", "H"], "positions_angstrom": [[-3.585653, 0.834826, -0.138629], [2.057198, 1.713242, -1.098868], [0.762448, 1.579016, 1.562667], [-2.845108, 0.668152, 0.660071], [-3.117041, 1.385732, 1.444150], [-2.242598, -2.757936, 0.848478], [-0.025907, -2.097855, -0.008862], [4.115734, -0.816162, 1.122462], [-0.761146, 0.220562, -2.476101], [0.790148, 0.558619, 0.921192], [-2.118156, -1.753053, 0.430217], [1.023333, 1.374338, -1.631525], [-0.659035, -1.372211, 0.522392], [0.230087, 0.084002, -1.412369], [-1.317908, 2.228588, -0.318263], [-3.006248, -0.757572, 1.181134], [1.827409, -0.321120, 0.906401], [-1.378856, 2.048690, -3.969744], [-1.477576, 1.101964, 0.092526], [3.919264, -1.585589, 1.873021], [-1.420318, -0.578099, -2.792673], [-2.420665, -1.785578, -0.621777], [3.052362, 0.758791, 2.205767], [-0.338080, 0.044199, 0.004075], [0.419875, 2.145926, -2.569028], [3.278770, 1.041537, 0.445957], [-0.712536, 1.487455, -3.130715], [-4.052686, -1.061909, 1.056042], [0.894883, -0.794927, -1.583252], [5.106430, -0.395024, 1.282346], [3.103184, 0.285895, 1.216993], [-0.370430, -1.412008, 1.582319], [-2.817984, -0.797201, 2.263409], [4.086815, -1.275274, 0.130186]], "forces_ev_per_a": [[0.429, 0.058, -0.004], [-0.409, -0.063, -0.353], [0.308, -0.589, 0.009], [-0.179, 0.417, -0.159], [0.156, 0.013, -0.147], [-0.093, 0.048, -0.091], [-0.131, 0.217, 0.155], [0.100, -0.165, 0.118], [-1.236, 0.756, -1.800], [-0.359, 0.110, 0.115], [-0.265, 0.019, -0.061], [-0.162, 0.813, -0.911], [0.027, -0.021, 0.075], [0.573, -0.106, -1.220], [-0.090, -0.842, 0.707], [-0.019, -0.316, -0.013], [-0.085, 0.723, 0.116], [-0.019, 0.560, -0.533], [-0.405, -0.162, -0.229], [0.113, -0.018, -0.051], [-0.074, 0.148, 0.027], [-0.052, -0.009, 0.040], [0.076, -0.162, -0.195], [0.691, 0.799, 1.516], [1.425, 0.489, 0.712], [-0.036, -0.033, 0.349], [-0.416, -3.110, 1.460], [0.090, 0.079, 0.076], [-0.040, 0.556, 0.546], [0.154, -0.092, 0.046], [-0.262, 0.038, -0.080], [-0.029, -0.153, -0.144], [0.214, -0.063, -0.190], [0.004, 0.060, 0.113]]}

# 2
{"formula": "CH8O4", "method": "ωB97M-V/def2-TZVPD", "de_lowest_kj_mol": 72.6, "smiles": "C=O.O.O.O", "mol_weight_g_mol": 84.071, "gap_ev": 10.9, "species": ["H", "C", "H", "H", "H", "O", "H", "O", "H", "H", "O", "O", "H"], "positions_angstrom": [[-0.792368, 1.250928, 1.452496], [-1.490531, 0.598974, 1.925028], [-0.889943, -1.082257, -1.055934], [-1.177594, 0.236773, 2.944709], [1.015924, 1.590406, -1.126004], [-0.352107, -1.829237, -1.295535], [2.324104, -1.314622, -1.313712], [0.389274, 2.139187, -0.788767], [0.833317, 2.655389, -0.083897], [1.325480, -1.176316, -0.316631], [2.085166, -0.740011, -0.602794], [-2.527626, 0.291940, 1.353599], [-0.743095, -2.621155, -1.092557]], "forces_ev_per_a": [[0.781, 0.761, -0.598], [-1.699, -0.981, -0.074], [-0.671, 0.136, 0.201], [-0.586, -0.011, -0.556], [3.007, -2.692, -1.475], [2.320, 2.479, -1.033], [0.586, -0.331, -0.931], [-2.603, 3.060, 2.305], [-0.351, -0.505, -0.766], [-2.321, -0.928, 0.939], [1.908, 1.501, -0.071], [1.529, 0.185, 1.170], [-1.901, -2.673, 0.890]]}

# 3
{"formula": "C31H55F12N5O13", "method": "ωB97M-V/def2-TZVPD", "de_lowest_kj_mol": 18.4, "smiles": "CCOC(=O)C(F)(F)F.CCOC(=O)C(F)(F)F.CCOC(=O)C(F)(F)F.CCOC(=O)C(F)(F)F.CNC(C)=O.CNC(C)=O.CNC(C)=O.CNC(C)=O.CNC(C)=O", "mol_weight_g_mol": 933.779, "gap_ev": 9.5, "species": ["H", "C", "C", "C", "F", "H", "H", "H", "C", "F", "C", "H", "H", "C", "H", "C", "F", "C", "H", "H", "C", "O", "C", "C", "C", "C", "C", "F", "C", "F", "C", "F", "H", "H", "H", "H", "O", "C", "H", "N", "C", "H", "F", "O", "F", "O", "H", "H", "H", "H", "H", "H", "C", "H", "H", "H", "H", "H", "C", "H", "C", "C", "H", "H", "H", "H", "H", "H", "C", "H", "H", "F", "O", "H", "H", "H", "H", "C", "O", "H", "H", "F", "H", "N", "O", "H", "O", "C", "H", "H", "C", "H", "N", "F", "C", "H", "O", "C", "C", "C", "O", "H", "H", "H", "H", "O", "C", "H", "H", "H", "O", "F", "N", "H", "O", "N"], "positions_angstrom": [[-0.626574, 0.887777, -5.584513], [-3.385061, -2.902903, 3.376176], [2.423607, 0.245863, -6.120882], [-0.913921, -3.607849, -2.427335], [4.487538, 1.734702, -2.545657], [-5.671165, 4.541930, 5.479135], [5.524562, -2.275451, -0.308056], [-4.240000, 0.218619, -3.895768], [-3.402186, 4.929202, 1.983820], [4.021869, -0.243192, -1.871129], [4.723526, -2.941370, 0.026208], [-5.312660, -0.993572, 3.753147], [2.925851, -2.733742, 1.252369], [-3.687487, 2.247637, -3.536570], [0.339685, 1.583416, -1.669365], [0.894875, -0.377359, 0.294048], [-5.051290, 3.618767, 0.802935], [0.729112, 3.769543, 1.131305], [-5.382194, 6.323916, 5.662974], [-2.059891, -3.598865, 0.022225], [-4.574213, -0.789530, 2.978491], [-4.328461, 4.835687, 2.905574], [3.504820, -3.306689, -3.514533], [0.109915, -3.656962, 0.546454], [-1.148668, -4.189115, -0.131232], [-0.499623, 0.068671, 0.658107], [-5.363459, 5.463882, 4.990866], [-0.815339, -5.402451, -3.956920], [2.008847, -3.160453, 5.432863], [3.034647, -4.423219, -4.086483], [2.842479, 2.575422, 1.383339], [5.352534, 0.015602, -3.515279], [0.964793, -4.054235, -0.005072], [3.041346, 0.731535, 2.567658], [1.238459, 4.727244, 1.105667], [4.417124, -2.383389, 2.061566], [-0.713649, -2.472125, -2.212164], [-4.112055, 5.466690, 4.177358], [-3.783328, 2.338261, -2.445040], [1.561974, 2.780906, 1.781270], [1.247032, 0.539429, 4.859555], [2.860166, -0.115784, -7.049865], [-4.099905, 5.287768, -0.284104], [-0.994436, -4.527741, -1.519028], [-2.933200, 3.440192, 0.177335], [-2.323262, 5.413989, 2.108261], [-1.264643, 2.343995, -1.726262], [-1.215236, -2.832209, 3.450311], [-4.600820, 2.766137, -3.855727], [0.741251, 0.649079, 5.811272], [-1.092346, 0.721471, -2.198296], [5.118461, -3.918562, 0.283807], [2.040171, -0.752131, 4.862521], [4.086582, 2.150429, 2.924896], [0.490664, -1.726570, 5.732017], [1.323469, -1.133621, 0.938134], [2.673528, -3.278580, 4.585560], [-1.431565, -5.139196, 0.337137], [-2.024817, -3.571004, 3.438002], [-4.325085, 0.239144, 3.277347], [2.053731, 1.689373, -6.376557], [-1.495045, 1.465423, -5.280321], [1.472857, 2.160123, -5.583233], [0.682489, 0.540239, 3.924259], [4.449757, 1.176741, 1.522917], [0.773539, -0.762482, -0.727347], [1.982031, 1.326995, 4.692464], [1.093459, 2.166733, 2.418064], [4.259226, 0.486759, -2.959775], [1.592028, 0.461854, 0.311856], [-2.874063, 2.915625, -3.796518], [2.462448, -2.498214, -3.211928], [3.320806, 3.233179, 0.475940], [-0.278233, 3.788830, 1.534009], [2.574721, -3.326211, 6.356712], [0.558760, 3.513922, 0.078402], [2.951694, 2.225824, -6.667610], [-2.556058, 0.476336, -4.844482], [-0.988486, -0.325533, 1.720285], [-1.956568, -4.161098, 4.354901], [-1.820135, 2.115098, -6.084967], [0.127926, -3.523888, -4.528404], [-6.255160, 5.717580, 4.398012], [-3.382166, -1.559240, 3.151762], [3.903064, -2.925678, -1.181899], [0.132878, -2.572356, 0.473506], [3.155693, -0.856978, 4.347856], [4.277302, -3.608700, -2.214091], [-1.811685, -4.271396, 2.634057], [-1.140537, 2.003243, -4.397459], [3.632338, 1.532233, 2.141202], [-3.852547, 6.508961, 3.977438], [1.437327, -1.838483, 5.407742], [4.300169, -2.677670, -4.388289], [3.908548, -2.286564, 1.099797], [-3.233387, 5.019762, 4.637577], [3.356719, 0.068386, -5.080812], [-3.899555, 4.302260, 0.662163], [-0.900497, -4.080885, -3.893685], [-0.718013, 1.441373, -1.460133], [2.066292, 1.107073, -3.584003], [0.166337, -4.009869, 1.571513], [1.220493, -3.907855, 5.504812], [1.575931, -0.427018, -5.980375], [-5.011955, -0.753244, 1.984767], [-4.398431, -3.605078, 3.370133], [3.042570, 0.525886, -3.904280], [-2.453152, -1.273896, 2.867093], [1.303165, 1.771853, -7.171635], [3.776530, -1.222781, 0.918024], [-2.606042, -0.611872, -5.332524], [-1.965281, -3.611858, -4.516929], [-3.508580, 0.908476, -3.983850], [-1.870189, 1.406542, 0.257687], [5.060390, -4.490298, -2.197633], [-1.047799, 0.983482, -0.146636]], "forces_ev_per_a": [[-0.143, -0.120, -0.347], [-1.237, -1.222, -1.446], [-1.285, -0.102, -1.411], [0.862, -0.577, -0.363], [0.124, 0.198, -0.115], [0.561, -0.061, 0.246], [0.405, -0.278, 0.647], [-0.157, 0.213, 0.277], [-0.202, -0.101, 0.316], [-0.355, -0.323, 0.334], [0.103, 0.958, -0.878], [-0.119, -0.815, -0.341], [0.024, -0.181, -0.267], [-0.755, 1.327, 1.244], [0.107, 0.062, 0.329], [-0.218, 0.135, -1.073], [1.027, 0.457, -0.284], [0.038, -0.275, -1.126], [0.488, -0.402, 0.477], [0.420, 0.477, -0.344], [0.146, 1.677, 0.991], [-0.964, -0.469, -0.125], [-0.580, 0.561, 0.463], [-0.289, 0.140, -1.029], [-0.572, -0.635, 1.045], [1.953, -0.355, 0.962], [-1.646, 0.355, -0.121], [-0.150, -0.275, -0.517], [0.220, -0.089, 0.817], [0.255, 0.500, 0.307], [-0.059, -0.363, -0.537], [0.682, -0.237, -0.497], [0.107, 0.011, 0.120], [0.064, -0.095, 0.119], [-0.241, 0.238, 0.315], [0.103, 0.080, -0.046], [-0.042, 3.027, 0.489], [0.649, 0.866, -0.147], [0.275, -0.415, 0.015], [-0.653, 0.130, 0.198], [1.330, -0.354, -0.550], [0.591, -0.194, 0.286], [0.346, -1.363, 1.221], [-0.600, -1.772, 0.153], [-1.196, 1.015, 0.445], [0.537, 0.198, -0.269], [0.132, 0.259, 0.560], [-0.007, -0.100, -0.002], [0.007, -0.450, -0.592], [-0.589, 0.300, -0.272], [0.239, -0.164, -0.010], [-0.246, -0.198, -0.271], [0.993, -0.804, -0.602], [0.067, -0.512, 0.287], [0.077, -0.005, 0.043], [-0.410, -0.039, 0.187], [-0.070, -0.241, -0.138], [0.277, -0.062, -0.354], [0.689, 0.491, 0.760], [0.156, 0.016, -0.538], [-1.064, 0.210, -0.082], [0.775, -0.471, 1.154], [0.762, 0.048, 0.381], [-0.810, -0.131, 0.464], [-0.087, -0.149, -0.119], [0.728, -0.043, 0.016], [-0.011, 0.109, 0.466], [0.267, -0.251, 0.191], [-0.234, 0.311, 0.609], [-0.175, 0.148, -0.356], [0.168, -0.266, -0.243], [0.179, -0.201, -0.611], [0.112, 0.084, 0.043], [0.192, 0.267, 0.605], [0.281, 0.204, -0.169], [0.283, -0.094, -0.050], [-0.089, 0.384, 0.149], [0.190, 1.753, -0.771], [-0.744, 0.410, -0.127], [-0.117, 0.099, 0.021], [-0.129, 0.166, 0.063], [0.668, -0.314, 0.063], [0.433, -0.150, -0.496], [0.899, -1.636, 0.429], [-1.101, 0.756, 0.601], [0.060, -0.342, 0.276], [-0.659, 0.273, 0.331], [-0.693, -0.646, -0.229], [-0.520, 0.114, -0.212], [-0.068, 0.479, -0.312], [0.051, 1.111, -0.011], [0.141, -0.056, -0.102], [-0.807, 0.563, 0.154], [-0.214, -0.163, 0.092], [0.028, 0.048, 0.775], [-0.124, -0.188, 0.187], [0.821, -0.629, -0.402], [-0.062, -0.122, -1.356], [0.145, 0.381, 0.465], [0.036, -0.653, -1.542], [-1.688, 0.184, 0.724], [-0.014, 0.164, 0.084], [-0.099, 0.033, -0.578], [-0.215, 0.244, 0.442], [-0.011, -0.395, -0.100], [0.550, 0.824, 0.558], [1.365, 0.458, 0.084], [-0.399, 1.037, -0.168], [0.511, -0.424, -0.447], [-0.040, 0.010, -0.130], [-0.055, -2.007, -0.467], [-0.976, -0.463, -0.131], [-0.088, -0.213, 0.014], [-0.155, -0.198, -0.058], [1.789, -1.386, -0.339], [-1.257, 0.680, 1.123]]}

# 4
{"formula": "C11H22NO5PS2", "method": "ωB97M-V/def2-TZVPD", "de_lowest_kj_mol": 3.4, "smiles": "CCOP(=S)(OCC)SCC(=O)N[C@@H](C(=O)O)C(C)C", "mol_weight_g_mol": 343.407, "gap_ev": 9.5, "species": ["H", "C", "C", "O", "O", "H", "S", "C", "H", "H", "H", "C", "H", "H", "C", "H", "H", "H", "H", "H", "H", "O", "H", "C", "H", "H", "H", "H", "N", "H", "S", "C", "O", "C", "C", "H", "C", "H", "O", "C", "P", "H"], "positions_angstrom": [[4.852277, -1.233191, 1.155990], [1.872343, 2.205734, -1.652048], [-2.748771, 0.466392, 2.051683], [1.468983, 0.186018, -0.405735], [-4.479344, -2.105025, 0.431869], [-0.732340, 1.106519, 0.273175], [0.731592, -2.321804, 0.898131], [-1.043820, -1.589956, -1.092818], [5.710706, 1.126331, 1.154444], [-1.809615, -0.051693, 2.231907], [-3.569133, -0.189276, 2.335723], [-4.348479, -1.024172, -0.076249], [0.686555, -2.825423, -1.463134], [1.871017, 2.622421, -2.655173], [-3.012863, -0.348914, -0.334186], [4.471119, -0.389676, 2.684299], [2.849485, 2.367512, -1.203348], [-2.777211, 1.345243, 2.691233], [-1.544935, 2.581043, 0.800270], [1.123731, 2.717999, -1.053224], [-0.616149, -3.636325, -0.553589], [-5.375571, -0.267853, -0.463494], [0.588435, 0.553072, -2.212686], [-1.637153, 1.699781, 0.169757], [2.328053, 0.183330, -2.286136], [-1.724432, 2.020930, -0.865488], [-2.011692, -1.884702, 0.680651], [-2.978439, -0.020674, -1.379439], [-1.957950, -1.310960, -0.148313], [4.525726, 0.826861, -0.124647], [3.472081, -1.892666, -1.231117], [-2.857448, 0.886258, 0.587205], [-0.970590, -1.012827, -2.157547], [4.286252, -0.410973, 1.607689], [4.666511, 0.903405, 0.952614], [4.045706, 1.709175, 1.337653], [1.554024, 0.724648, -1.729840], [-3.757334, 1.494825, 0.450650], [2.890728, -0.680904, 1.484305], [-0.080051, -2.698100, -0.695316], [2.256650, -1.118126, 0.086442], [-6.218641, -0.714248, -0.282171]], "forces_ev_per_a": [[-0.097, 0.067, 0.148], [-0.036, -0.365, 0.165], [-0.160, 0.117, -0.228], [0.233, -0.554, 0.429], [-0.033, -0.140, 0.115], [0.142, -0.056, 0.010], [0.509, -0.057, -0.297], [0.274, -0.317, 0.117], [0.113, 0.040, 0.006], [0.127, -0.066, 0.046], [-0.091, -0.080, 0.144], [0.214, -0.314, 0.001], [-0.178, -0.021, 0.038], [0.001, 0.087, -0.113], [-0.096, 0.243, -0.080], [-0.004, -0.033, -0.143], [0.089, 0.066, 0.025], [0.017, 0.043, 0.094], [0.050, 0.104, 0.056], [-0.068, 0.115, 0.035], [0.011, -0.011, -0.024], [-0.366, 0.509, -0.241], [0.194, -0.016, 0.110], [-0.243, -0.104, 0.000], [-0.195, 0.104, 0.080], [0.041, 0.074, -0.136], [0.054, 0.031, -0.125], [-0.036, -0.069, 0.157], [-0.569, 0.121, 0.318], [0.052, 0.070, -0.059], [-0.612, 0.189, 0.652], [0.089, -0.032, -0.057], [-0.055, 0.063, -0.356], [0.716, 0.139, 0.094], [-0.225, -0.217, 0.081], [-0.009, 0.107, 0.024], [0.066, 0.378, -0.760], [0.051, -0.055, 0.008], [-0.536, -0.232, -0.349], [0.154, 0.156, 0.069], [0.122, 0.044, -0.143], [0.290, -0.128, 0.090]]}

Please write out number 2 again, unchanged.
{"formula": "CH8O4", "method": "ωB97M-V/def2-TZVPD", "de_lowest_kj_mol": 72.6, "smiles": "C=O.O.O.O", "mol_weight_g_mol": 84.071, "gap_ev": 10.9, "species": ["H", "C", "H", "H", "H", "O", "H", "O", "H", "H", "O", "O", "H"], "positions_angstrom": [[-0.792368, 1.250928, 1.452496], [-1.490531, 0.598974, 1.925028], [-0.889943, -1.082257, -1.055934], [-1.177594, 0.236773, 2.944709], [1.015924, 1.590406, -1.126004], [-0.352107, -1.829237, -1.295535], [2.324104, -1.314622, -1.313712], [0.389274, 2.139187, -0.788767], [0.833317, 2.655389, -0.083897], [1.325480, -1.176316, -0.316631], [2.085166, -0.740011, -0.602794], [-2.527626, 0.291940, 1.353599], [-0.743095, -2.621155, -1.092557]], "forces_ev_per_a": [[0.781, 0.761, -0.598], [-1.699, -0.981, -0.074], [-0.671, 0.136, 0.201], [-0.586, -0.011, -0.556], [3.007, -2.692, -1.475], [2.320, 2.479, -1.033], [0.586, -0.331, -0.931], [-2.603, 3.060, 2.305], [-0.351, -0.505, -0.766], [-2.321, -0.928, 0.939], [1.908, 1.501, -0.071], [1.529, 0.185, 1.170], [-1.901, -2.673, 0.890]]}